1.
{"formula": "C2H9NO2", "method": "ωB97M-V/def2-TZVPD", "elements": ["N", "C", "C", "O", "H", "H", "H", "H", "H", "H", "H", "O", "H", "H"], "coordinates": [[1.143, -1.509, -0.453], [0.096, -0.363, -0.584], [-1.344, -0.949, -0.824], [-2.344, 0.047, -0.697], [1.690, -1.394, 0.376], [1.800, -1.489, -1.154], [0.383, 0.265, -1.449], [0.116, 0.224, 0.303], [-1.530, -1.827, -0.110], [-1.538, -1.403, -1.828], [-2.115, 0.762, -0.042], [1.889, 2.399, 2.113], [1.745, 1.593, 2.593], [2.574, 2.127, 1.595]], "spin_multiplicity": 1, "smiles": "NCCO.O", "homo_lumo_gap_ev": 10.20}



2.
{"formula": "C2H9NO2", "method": "ωB97M-V/def2-TZVPD", "elements": ["C", "C", "N", "H", "H", "H", "H", "H", "H", "H", "O", "H", "H", "O"], "coordinates": [[-0.057, 2.032, -0.315], [-0.952, 1.054, 0.089], [-1.630, 0.307, -0.739], [0.186, 2.359, -1.325], [0.537, 2.606, 0.397], [-1.087, 0.876, 1.149], [-1.626, 0.588, -1.724], [-2.579, 0.062, -0.456], [1.570, -0.065, 0.562], [2.176, -0.038, 1.981], [1.345, -0.008, 1.497], [0.597, -3.114, 0.173], [0.217, -2.050, -0.978], [0.861, -2.664, -0.631]], "s2": 0.761, "charge": 1, "spin_multiplicity": 2, "homo_lumo_gap_ev": [10.45, 6.74]}



3.
{"formula": "C2H9NO3", "method": "ωB97M-V/def2-TZVPD", "elements": ["C", "N", "C", "O", "H", "H", "H", "H", "H", "O", "H", "H", "O", "H", "H"], "coordinates": [[0.840, -1.544, -0.148], [0.926, -0.667, -1.323], [0.155, 0.463, -1.288], [-0.183, 0.998, -0.248], [1.734, -1.487, 0.487], [0.756, -2.638, -0.222], [-0.068, -1.222, 0.354], [1.053, -1.080, -2.235], [0.106, 1.046, -2.229], [-2.429, 2.271, 0.031], [-2.052, 1.497, 0.458], [-1.978, 2.482, -0.794], [0.549, -0.398, 2.514], [0.033, 0.260, 3.000], [0.558, 0.020, 1.644]], "spin_multiplicity": 1, "smiles": "CNC=O.O.O", "homo_lumo_gap_ev": 11.16}



4.
{"formula": "C2H9NO3", "method": "ωB97M-V/def2-TZVPD", "elements": ["N", "C", "C", "O", "H", "H", "H", "H", "H", "O", "H", "H", "O", "H", "H"], "coordinates": [[0.316, -1.397, -1.360], [-0.427, -0.308, -0.650], [-1.922, -0.270, -0.793], [-2.530, 0.097, 0.187], [0.646, -0.988, -2.236], [-0.267, -2.269, -1.386], [-0.039, 0.645, -1.180], [-0.047, -0.250, 0.426], [-2.467, -0.694, -1.697], [-0.716, 2.066, 4.015], [-1.471, 1.628, 3.700], [-0.106, 1.907, 3.390], [3.087, -0.100, -1.214], [3.420, 0.569, -0.565], [2.522, -0.636, -0.637]], "spin_multiplicity": 1, "smiles": "NCC=O.O.O", "homo_lumo_gap_ev": 10.40}



Energy relative to the best compared isomer or geometry (same formula, charge and spin) / eV: 0.805 0.669 1.501 2.450